A cluster of 8 separate species, C33H46BF9N2O24 in total at a distorted geometry. Source: the OMol25 dataset; level of theory: ωB97M-V with the def2-TZVPD basis set.

Last column: Löwdin charge in e.
Geometry (Å):
1 C 0.931 -4.803 0.933  -0.08
2 C 0.582 -4.332 -0.490  -0.22
3 C -0.694 -4.969 -1.061  -0.14
4 C -2.029 -4.204 -0.869  -0.26
5 C -2.766 -4.761 0.358  -0.02
6 N -1.893 -2.711 -0.798  0.11
7 C -1.972 -2.168 0.529  -0.50
8 O -2.992 -1.757 1.025  0.17
9 O -0.797 -2.112 1.133  0.21
10 B -0.803 -1.309 2.311  -0.70
11 O -1.095 -1.903 3.496  0.22
12 N -0.469 0.103 2.246  -0.04
13 C 0.854 0.315 2.900  -0.05
14 C -0.337 0.593 0.865  -0.07
15 C -2.730 -1.976 -1.671  -0.42
16 F -4.058 -2.339 -1.590  0.12
17 F -2.676 -0.654 -1.355  0.13
18 C -2.407 -2.055 -3.199  -0.32
19 F -2.983 -3.134 -3.765  0.16
20 F -2.993 -0.954 -3.745  0.14
21 C -0.924 -2.026 -3.679  -0.33
22 F -0.999 -1.761 -5.007  0.15
23 F -0.346 -3.229 -3.535  0.17
24 C 0.046 -0.973 -3.082  -0.55
25 F 1.123 -0.947 -3.873  0.18
26 F -0.461 0.253 -3.036  0.18
27 F 0.448 -1.306 -1.867  0.18
28 H 1.163 -3.976 1.603  0.07
29 H 0.110 -5.348 1.389  0.04
30 H 1.792 -5.466 0.931  0.07
31 H 0.585 -3.251 -0.561  0.07
32 H 1.392 -4.677 -1.138  0.10
33 H -0.532 -5.199 -2.111  0.10
34 H -0.812 -5.925 -0.551  0.10
35 H -2.655 -4.470 -1.718  0.14
36 H -2.146 -4.739 1.252  0.09
37 H -3.039 -5.786 0.112  0.09
38 H -3.701 -4.222 0.506  0.08
39 H -1.330 -1.226 4.140  0.12
40 H 1.038 1.380 3.038  0.06
41 H 1.654 -0.044 2.240  0.10
42 H 0.939 -0.231 3.837  0.09
43 H -1.321 0.692 0.407  0.08
44 H 0.324 -0.031 0.264  0.08
45 H 0.114 1.586 0.890  0.07
46 O 4.033 -5.506 3.219  0.17
47 C 4.509 -4.994 2.261  -0.57
48 O 3.926 -4.004 1.545  0.04
49 C 4.885 -3.495 0.614  -0.11
50 C 5.837 -4.666 0.463  -0.11
51 O 5.712 -5.321 1.729  0.06
52 H 4.396 -3.214 -0.316  0.13
53 H 5.365 -2.617 1.048  0.13
54 H 5.528 -5.357 -0.322  0.13
55 H 6.868 -4.367 0.292  0.13
56 O 0.505 6.410 -2.179  0.17
57 C -0.073 5.372 -2.130  -0.55
58 O -0.197 4.522 -3.178  0.05
59 C -0.739 3.286 -2.689  -0.09
60 C -1.452 3.725 -1.427  -0.07
61 O -0.681 4.877 -1.035  -0.02
62 H -1.404 2.839 -3.424  0.14
63 H 0.084 2.600 -2.486  0.13
64 H -2.480 4.026 -1.612  0.11
65 H -1.436 2.971 -0.643  0.13
66 O -0.198 6.896 -9.143  0.16
67 C -0.180 6.554 -8.007  -0.58
68 O 0.184 7.342 -6.968  0.06
69 C -0.137 6.664 -5.746  -0.11
70 C -0.155 5.215 -6.187  -0.13
71 O -0.519 5.317 -7.568  0.06
72 H 0.604 6.876 -4.982  0.12
73 H -1.114 7.005 -5.399  0.14
74 H 0.829 4.747 -6.118  0.14
75 H -0.876 4.612 -5.647  0.12
76 O -4.605 3.820 -1.635  0.14
77 C -5.175 2.776 -1.576  -0.57
78 O -5.299 1.913 -2.606  0.07
79 C -5.833 0.681 -2.100  -0.10
80 C -6.539 1.137 -0.838  -0.10
81 O -5.777 2.295 -0.470  0.07
82 H -6.497 0.228 -2.830  0.14
83 H -5.009 0.001 -1.892  0.10
84 H -7.570 1.442 -1.021  0.13
85 H -6.517 0.401 -0.040  0.14
86 O 2.146 3.049 2.291  0.13
87 C 1.496 4.021 2.053  -0.56
88 O 0.415 4.042 1.246  0.05
89 C -0.231 5.318 1.386  -0.10
90 C 0.907 6.193 1.872  -0.08
91 O 1.745 5.246 2.554  0.06
92 H -0.654 5.636 0.437  0.10
93 H -1.031 5.224 2.122  0.14
94 H 1.476 6.637 1.055  0.14
95 H 0.591 6.976 2.555  0.14
96 O 3.580 8.657 5.128  0.17
97 C 4.200 7.651 5.024  -0.57
98 O 3.655 6.415 4.934  0.05
99 C 4.690 5.491 4.584  -0.12
100 C 5.935 6.205 5.074  -0.12
101 O 5.552 7.580 4.974  0.06
102 H 4.524 4.532 5.067  0.13
103 H 4.685 5.351 3.502  0.13
104 H 6.165 5.978 6.116  0.13
105 H 6.813 6.011 4.464  0.13
106 O -0.058 -7.912 1.043  0.16
107 C -0.063 -8.092 2.217  -0.57
108 O 0.021 -7.114 3.146  0.05
109 C -0.235 -7.684 4.432  -0.11
110 C 0.117 -9.142 4.208  -0.11
111 O -0.149 -9.305 2.810  0.06
112 H 0.377 -7.200 5.188  0.13
113 H -1.289 -7.541 4.675  0.13
114 H 1.172 -9.349 4.390  0.13
115 H -0.490 -9.829 4.791  0.13

Calculated values
HOMO, eV: -9.5
Gap between HOMO and LUMO, eV: 9.80
SMILES: CCC[C@@H](C)N(C(=O)OB(O)N(C)C)C(F)(F)C(F)(F)C(F)(F)C(F)(F)F.O=C1OCCO1.O=C1OCCO1.O=C1OCCO1.O=C1OCCO1.O=C1OCCO1.O=C1OCCO1.O=C1OCCO1
Total charge: 0

A structure of composition C33H46Cl2Ge2N7Ni at a distorted geometry. Source: the OMol25 dataset; level of theory: ωB97M-V with the def2-TZVPD basis set.

Last column: Mulliken spin population.
Geometry (Å):
1 Ni -0.481 0.152 -0.549  0.00
2 C 1.170 -2.683 -1.144  0.00
3 N -0.162 -3.187 -0.934  0.00
4 C -0.336 -4.609 -0.683  0.00
5 C -1.797 -4.853 -1.069  0.00
6 N -2.319 -3.507 -1.281  0.00
7 C -3.707 -3.246 -0.955  0.00
8 C -1.322 -2.570 -1.218  0.00
9 N -1.491 -1.279 -1.452  0.00
10 C -2.629 -0.958 -2.313  0.00
11 C -2.288 0.133 -3.333  0.00
12 N -1.854 1.371 -2.685  0.01
13 C -0.791 1.509 -2.138  0.01
14 N -0.294 3.588 -0.419  0.00
15 C 1.084 1.341 -0.112  -0.01
16 C -0.305 4.990 -0.778  0.00
17 C -0.778 5.183 -2.177  -0.01
18 N 0.222 4.540 -2.962  0.06
19 C -0.226 4.041 -4.281  0.00
20 H 1.752 -2.754 -0.221  0.00
21 H 1.140 -1.652 -1.464  0.00
22 H 1.667 -3.266 -1.923  0.00
23 H -0.125 -4.843 0.363  0.00
24 H 0.345 -5.181 -1.314  0.00
25 H -2.354 -5.348 -0.273  0.00
26 H -1.887 -5.450 -1.978  0.00
27 H -4.010 -3.898 -0.136  0.00
28 H -4.366 -3.429 -1.807  0.00
29 H -3.835 -2.221 -0.623  0.00
30 H -3.510 -0.637 -1.748  0.00
31 H -2.904 -1.832 -2.909  0.00
32 H -3.178 0.368 -3.914  0.00
33 H -1.501 -0.221 -3.999  0.00
34 H 2.094 0.938 -0.094  0.00
35 H 0.912 1.824 0.861  0.00
36 H 1.156 1.451 -2.316  0.04
37 H 0.738 5.354 -0.746  0.00
38 H -0.890 5.527 -0.038  0.00
39 H -0.823 6.251 -2.427  0.01
40 H -1.786 4.768 -2.312  0.00
41 H 0.083 4.718 -5.080  0.00
42 H -1.314 3.952 -4.317  0.00
43 H 0.201 3.074 -4.513  0.00
44 C 3.059 1.184 2.733  0.00
45 Ge 2.189 -0.571 2.889  0.00
46 C 1.728 -0.906 4.770  0.00
47 C 3.540 -1.870 2.294  0.00
48 Ge 0.146 -0.753 1.542  0.00
49 C -1.111 0.536 2.427  0.00
50 C -0.759 1.305 3.536  0.00
51 C -1.603 2.280 4.054  0.00
52 C -2.838 2.513 3.468  0.00
53 C -3.203 1.783 2.346  0.00
54 C -2.343 0.825 1.831  0.00
55 C -0.670 -2.476 2.117  0.00
56 C 0.093 -3.473 2.725  0.00
57 C -0.474 -4.661 3.173  0.00
58 C -1.834 -4.880 3.015  0.00
59 C -2.613 -3.899 2.413  0.00
60 C -2.035 -2.719 1.965  0.00
61 H 3.643 1.381 3.633  0.00
62 H 2.342 1.995 2.607  0.00
63 H 3.731 1.193 1.873  0.00
64 H 2.527 -1.474 5.248  0.00
65 H 0.798 -1.466 4.861  0.00
66 H 1.618 0.038 5.303  0.00
67 H 4.488 -1.655 2.792  0.00
68 H 3.699 -1.768 1.220  0.00
69 H 3.273 -2.905 2.508  0.00
70 H 0.203 1.163 4.013  0.00
71 H -1.294 2.858 4.916  0.00
72 H -3.506 3.260 3.878  0.00
73 H -4.157 1.966 1.867  0.00
74 H -2.666 0.269 0.954  0.00
75 H 1.157 -3.328 2.872  0.00
76 H 0.145 -5.408 3.655  0.00
77 H -2.287 -5.797 3.370  0.00
78 H -3.681 -4.050 2.306  0.00
79 H -2.667 -1.967 1.506  0.00
80 Cl 0.518 2.602 -1.374  0.04
81 C 1.531 3.907 -2.384  0.34
82 C 2.513 4.124 -3.333  -0.21
83 C 3.907 3.919 -3.384  0.36
84 C 4.754 3.005 -2.779  -0.12
85 C 4.555 1.734 -2.306  0.29
86 Cl 5.861 0.905 -1.454  0.03
87 C 3.477 0.893 -2.601  -0.04
88 N 2.590 0.191 -2.837  0.14
89 H 2.143 4.785 -4.102  -0.01
90 H 4.423 4.646 -4.003  0.02
91 H 5.794 3.319 -2.711  0.01

Calculated values
Expectation value of S²: 0.808
HOMO (spin up / spin down), eV: -6.7 / -6.7
Multiplicity: 2
Gap between HOMO and LUMO (spin up / spin down), eV: 6.52 / 5.33
Total charge: 0